1.
{"formula": "C2H14N2O3", "method": "wB97M-V/def2-TZVPD", "total_charge": -1, "e_lumo_ev": [3.43, 3.25], "total_energy_ev": -11422.606, "gap_ev": [2.6, 9.7], "spin_multiplicity": 2, "e_above_lowest_ev": 0.298, "elements": ["O", "O", "O", "N", "N", "C", "C", "H", "H", "H", "H", "H", "H", "H", "H", "H", "H", "H", "H", "H", "H"], "coordinates": [[3.206095, -1.850228, 3.695647], [1.145863, 2.729434, 0.088061], [-0.708068, 0.377530, 1.735802], [-1.402240, -0.923662, -0.837256], [-1.247881, 0.450055, -2.871283], [-0.137501, -1.621286, -0.997089], [-1.441026, 0.381810, -1.421632], [0.727035, 3.442913, 0.616121], [2.764006, -0.994172, 3.600546], [-0.066658, 0.980992, 1.330768], [-2.185529, -1.426262, -1.243003], [-1.943270, -0.119369, -3.348975], [-0.310832, -2.669196, -0.781355], [-2.341201, 0.877139, -1.041676], [0.624308, -1.134310, -0.390348], [2.495894, -2.430726, 3.393305], [-0.604721, 0.936974, -1.001750], [0.259957, -1.542993, -2.022458], [-1.096246, -0.107642, 0.982294], [1.832672, 3.183086, -0.434416], [-1.510322, 1.387447, -3.152705]], "forces_ev_per_a": [[-0.604, 0.124, -0.115], [-0.384, -0.157, 0.188], [-0.011, -0.124, -0.171], [-0.597, -0.133, -0.305], [-0.629, -0.280, -0.314], [0.085, 0.270, -1.089], [0.700, 0.997, 0.591], [0.208, -0.100, -0.216], [0.351, 0.124, 0.044], [0.003, 0.080, 0.061], [0.230, -0.445, 0.262], [-0.033, -0.205, 0.125], [0.374, -0.147, 0.385], [-0.160, -0.048, -0.308], [-0.084, -0.317, 0.439], [0.234, -0.198, 0.028], [0.054, 0.265, 0.092], [-0.206, -0.143, 0.058], [0.069, 0.073, 0.231], [0.018, 0.060, 0.067], [0.383, 0.303, -0.052]], "mulliken_spin": [0.12, 0.86, -0.13, -0.32, -0.25, 0.32, 0.33, -0.33, -0.04, 0.15, 0.00, -0.04, -0.08, 0.36, -0.02, -0.02, 0.42, -0.01, -0.01, -0.16, -0.14]}



2.
{"formula": "C2H14N2O3", "method": "wB97M-V/def2-TZVPD", "total_charge": -1, "e_lumo_ev": [3.50, 3.44], "total_energy_ev": -11421.817, "gap_ev": [2.6, 9.5], "spin_multiplicity": 2, "e_above_lowest_ev": 1.088, "elements": ["O", "O", "O", "N", "N", "C", "C", "H", "H", "H", "H", "H", "H", "H", "H", "H", "H", "H", "H", "H", "H"], "coordinates": [[1.967093, -1.365804, -2.994152], [1.268643, 1.150547, -1.486434], [-1.761829, -2.647191, 2.564311], [-0.089647, -1.122655, 0.299944], [-0.362214, 2.626271, 0.464509], [-0.979229, 0.170509, 0.309068], [-0.275985, 1.280093, 1.144604], [-1.356016, 2.761295, 0.423715], [0.863588, 1.149335, 1.264384], [2.209335, -0.932825, -3.839792], [-1.122965, 0.371970, -0.751956], [-0.002455, 3.265720, 1.127912], [-1.801163, -0.101516, 0.836234], [2.172974, 1.241386, -1.296410], [0.735553, -0.957452, -0.270315], [-0.933949, 1.516749, 2.028185], [-2.640862, -2.196945, 2.701269], [1.759320, -0.655435, -2.363111], [-0.601806, -1.782455, -0.281832], [0.807774, 1.806027, -0.918478], [-1.186278, -1.815194, 2.597191]], "forces_ev_per_a": [[0.323, 0.187, -0.601], [-1.611, -0.321, -0.633], [-0.462, 2.632, 0.496], [-0.934, 0.966, 0.063], [0.257, -2.032, -1.456], [5.054, -0.951, -1.004], [0.192, 1.208, -0.628], [-0.681, 0.764, -0.246], [-1.961, -0.462, 0.471], [-0.328, -0.196, 0.993], [-0.496, 0.784, 0.324], [0.391, 1.163, 0.870], [-2.895, -0.753, 1.044], [1.970, 0.401, 0.517], [-0.006, 0.499, 0.209], [1.243, -1.229, 0.216], [1.021, -0.916, -0.189], [-0.148, 0.081, -0.421], [-0.142, -0.178, 0.330], [-0.220, 0.104, 0.017], [-0.565, -1.750, -0.373]], "mulliken_spin": [0.09, -0.23, 0.09, -0.08, 0.50, 0.61, 2.66, -0.39, -0.24, -0.03, -0.29, -0.49, -0.06, -0.06, 0.02, -1.06, -0.08, 0.03, 0.01, 0.03, -0.01]}